1.
{"formula": "C36H77BrO19", "method": "ωB97M-V with the def2-TZVPD basis set", "species": ["C", "C", "C", "C", "C", "C", "Br", "O", "C", "O", "O", "C", "C", "C", "O", "O", "C", "C", "O", "O", "H", "H", "H", "H", "H", "H", "H", "H", "H", "H", "H", "H", "H", "H", "H", "H", "H", "C", "O", "C", "C", "O", "C", "H", "H", "H", "H", "H", "H", "H", "H", "H", "H", "C", "O", "C", "C", "O", "C", "H", "H", "H", "H", "H", "H", "H", "H", "H", "H", "C", "O", "C", "C", "O", "C", "H", "H", "H", "H", "H", "H", "H", "H", "H", "H", "C", "O", "C", "C", "O", "C", "H", "H", "H", "H", "H", "H", "H", "H", "H", "H", "C", "O", "C", "C", "O", "C", "H", "H", "H", "H", "H", "H", "H", "H", "H", "H", "C", "O", "C", "C", "O", "C", "H", "H", "H", "H", "H", "H", "H", "H", "H", "H"], "xyz": [[3.287, -2.564, 0.497], [4.191, -3.850, 0.191], [4.590, -3.752, -1.394], [5.552, -3.959, 1.050], [5.667, -2.931, 2.273], [6.753, -3.328, 3.399], [8.220, -4.382, 2.471], [7.575, -2.214, 3.901], [8.248, -2.715, 5.059], [9.396, -2.432, 5.421], [7.354, -3.591, 5.757], [6.260, -3.870, 4.821], [6.310, -5.489, 4.584], [5.366, -6.290, 5.611], [5.593, -6.452, 6.830], [4.155, -6.857, 5.080], [4.838, -3.494, 5.421], [4.422, -1.959, 5.406], [3.300, -1.679, 5.920], [5.184, -0.857, 4.930], [3.811, -1.561, 0.375], [2.319, -2.659, -0.121], [2.940, -2.661, 1.599], [3.586, -4.815, 0.286], [4.561, -2.623, -1.632], [5.608, -4.207, -1.626], [3.736, -4.227, -1.996], [5.598, -5.049, 1.434], [6.409, -3.734, 0.310], [6.031, -1.928, 1.822], [4.689, -2.721, 2.819], [5.911, -5.766, 3.535], [7.369, -5.911, 4.762], [3.801, -7.515, 5.731], [4.020, -4.064, 4.835], [4.849, -3.808, 6.534], [4.926, -0.747, 3.979], [7.604, -7.619, 8.786], [8.730, -7.811, 9.632], [9.884, -8.236, 8.911], [10.850, -7.078, 8.675], [10.291, -6.107, 7.793], [9.792, -4.969, 8.485], [6.843, -7.075, 9.348], [7.857, -7.041, 7.896], [7.195, -8.591, 8.490], [9.601, -8.707, 7.963], [10.384, -8.991, 9.525], [11.751, -7.467, 8.191], [11.149, -6.618, 9.623], [10.626, -4.342, 8.813], [9.179, -5.250, 9.345], [9.175, -4.394, 7.792], [-1.461, -1.731, -3.220], [-1.045, -2.509, -4.336], [0.294, -2.220, -4.729], [1.262, -3.286, -4.223], [1.359, -3.264, -2.800], [0.596, -4.298, -2.192], [-2.384, -2.161, -2.827], [-0.713, -1.726, -2.424], [-1.662, -0.704, -3.543], [0.595, -1.224, -4.388], [0.313, -2.220, -5.823], [2.261, -3.066, -4.614], [0.973, -4.280, -4.580], [1.109, -5.257, -2.316], [-0.412, -4.361, -2.608], [0.518, -4.080, -1.125], [-3.687, 1.320, -5.047], [-2.397, 1.591, -4.516], [-1.513, 2.143, -5.491], [-1.382, 3.654, -5.326], [-2.607, 4.316, -5.626], [-3.316, 4.692, -4.451], [-4.368, 1.134, -4.214], [-4.072, 2.160, -5.631], [-3.646, 0.424, -5.676], [-1.841, 1.886, -6.504], [-0.532, 1.685, -5.330], [-0.637, 4.021, -6.040], [-1.035, 3.909, -4.319], [-2.835, 5.564, -3.994], [-3.370, 3.877, -3.727], [-4.331, 4.967, -4.740], [-7.255, 3.449, -4.090], [-6.317, 4.167, -3.300], [-6.760, 5.490, -3.001], [-7.311, 5.581, -1.581], [-8.514, 4.828, -1.442], [-8.296, 3.576, -0.804], [-6.975, 2.394, -4.078], [-8.272, 3.543, -3.701], [-7.222, 3.811, -5.123], [-7.501, 5.829, -3.732], [-5.886, 6.145, -3.081], [-7.563, 6.625, -1.370], [-6.562, 5.261, -0.848], [-8.145, 3.730, 0.269], [-7.439, 3.046, -1.225], [-9.188, 2.963, -0.946], [-2.469, -0.297, 1.244], [-1.592, 0.319, 0.312], [-2.293, 0.955, -0.757], [-2.370, 2.465, -0.548], [-3.184, 2.794, 0.577], [-2.412, 3.120, 1.725], [-1.896, -0.547, 2.139], [-3.290, 0.364, 1.530], [-2.873, -1.221, 0.816], [-3.293, 0.525, -0.878], [-1.729, 0.756, -1.672], [-2.844, 2.915, -1.426], [-1.369, 2.898, -0.447], [-1.984, 4.121, 1.610], [-1.614, 2.395, 1.900], [-3.076, 3.122, 2.591], [-7.485, 9.440, -4.635], [-8.315, 8.392, -5.118], [-9.533, 8.280, -4.378], [-10.698, 8.913, -5.132], [-10.543, 10.327, -5.235], [-10.074, 10.727, -6.515], [-6.704, 9.628, -5.374], [-8.046, 10.365, -4.479], [-7.014, 9.133, -3.695], [-9.426, 8.719, -3.380], [-9.734, 7.210, -4.254], [-11.619, 8.734, -4.568], [-10.817, 8.460, -6.122], [-10.887, 10.659, -7.245], [-9.227, 10.122, -6.848], [-9.752, 11.768, -6.449]], "lowdin_charge": [-0.104, -0.369, -0.088, -0.218, -0.147, -0.561, 0.857, -0.064, -0.423, 0.141, 0.051, -0.334, -0.042, -0.381, 0.056, 0.025, 0.015, -0.364, 0.065, 0.045, 0.090, 0.079, 0.076, 0.129, 0.087, 0.075, 0.068, 0.100, 0.095, 0.149, 0.095, 0.115, 0.139, 0.128, 0.159, 0.167, 0.121, -0.125, -0.193, -0.201, -0.201, -0.192, -0.099, 0.089, 0.067, 0.088, 0.124, 0.121, 0.121, 0.124, 0.090, 0.086, 0.075, -0.106, -0.189, -0.196, -0.194, -0.220, -0.111, 0.094, 0.085, 0.067, 0.125, 0.124, 0.124, 0.127, 0.088, 0.086, 0.083, -0.100, -0.220, -0.192, -0.197, -0.186, -0.104, 0.086, 0.087, 0.090, 0.128, 0.120, 0.124, 0.124, 0.092, 0.072, 0.079, -0.101, -0.215, -0.193, -0.192, -0.194, -0.108, 0.084, 0.085, 0.091, 0.116, 0.121, 0.121, 0.126, 0.088, 0.082, 0.089, -0.110, -0.195, -0.194, -0.188, -0.194, -0.111, 0.089, 0.084, 0.086, 0.129, 0.107, 0.114, 0.128, 0.087, 0.083, 0.089, -0.108, -0.204, -0.200, -0.197, -0.193, -0.111, 0.090, 0.084, 0.083, 0.127, 0.120, 0.124, 0.126, 0.088, 0.083, 0.089], "e_lumo_ev": 0.1, "energy_ha": -5421.08277, "multiplicity": 1}

2.
{"formula": "C36H77ClF7NO29S9", "method": "ωB97M-V with the def2-TZVPD basis set", "species": ["C", "C", "O", "O", "C", "N", "C", "C", "C", "F", "C", "O", "C", "C", "C", "O", "C", "C", "C", "Cl", "S", "O", "O", "F", "S", "O", "O", "C", "F", "F", "C", "F", "F", "F", "H", "H", "H", "H", "H", "H", "H", "H", "H", "H", "H", "H", "H", "H", "H", "H", "H", "H", "H", "H", "H", "C", "C", "O", "S", "C", "O", "O", "H", "H", "H", "H", "H", "H", "H", "H", "C", "C", "O", "S", "C", "O", "O", "H", "H", "H", "H", "H", "H", "H", "H", "C", "C", "O", "S", "C", "O", "O", "H", "H", "H", "H", "H", "H", "H", "H", "C", "C", "O", "S", "C", "O", "O", "H", "H", "H", "H", "H", "H", "H", "H", "C", "C", "O", "S", "C", "O", "O", "H", "H", "H", "H", "H", "H", "H", "H", "C", "C", "O", "S", "C", "O", "O", "H", "H", "H", "H", "H", "H", "H", "H", "C", "C", "O", "S", "C", "O", "O", "H", "H", "H", "H", "H", "H", "H", "H"], "xyz": [[-3.395, -4.088, 0.350], [-3.668, -3.118, -0.949], [-4.669, -2.210, -0.820], [-2.938, -3.177, -2.232], [-1.661, -2.399, -2.146], [-1.988, -1.039, -2.799], [-0.929, 0.010, -2.389], [0.556, -0.639, -2.455], [1.832, 0.363, -2.607], [2.918, -0.450, -3.277], [-1.157, 1.475, -3.068], [-0.420, 2.592, -2.474], [-0.614, 2.861, -1.083], [-1.210, 4.420, -0.965], [-2.591, 4.490, -0.067], [-3.325, 5.605, 0.010], [0.815, 2.921, -0.208], [0.540, 3.362, 1.384], [1.174, 4.824, 1.770], [1.380, 2.110, 2.522], [-2.998, 1.982, -2.898], [-3.584, 1.602, -1.481], [-3.258, 3.463, -3.246], [-4.029, 1.062, -3.973], [-0.807, 1.612, -4.902], [0.370, 2.656, -5.097], [-1.979, 2.284, -5.726], [-0.290, 0.133, -5.859], [1.080, -0.415, -5.563], [-0.136, 0.634, -7.284], [-1.293, -1.141, -5.968], [-2.724, -0.879, -5.714], [-0.751, -2.331, -5.208], [-1.240, -1.612, -7.407], [-2.688, -3.535, 1.110], [-4.457, -4.270, 0.854], [-3.010, -5.138, 0.004], [-0.871, -3.018, -2.746], [-1.353, -2.255, -1.003], [-2.917, -0.812, -2.329], [-1.160, 0.143, -1.222], [0.703, -1.490, -3.279], [0.732, -1.209, -1.419], [2.332, 0.690, -1.574], [1.678, 1.292, -3.302], [-1.297, 2.164, -0.452], [-1.358, 4.811, -2.084], [-0.400, 5.169, -0.508], [-2.935, 3.551, 0.580], [1.138, 1.774, -0.120], [1.632, 3.587, -0.726], [-0.617, 3.329, 1.647], [0.370, 5.572, 2.229], [2.140, 4.733, 2.449], [1.518, 5.321, 0.750], [5.484, -2.612, 4.970], [4.350, -3.135, 4.110], [3.088, -2.910, 4.721], [2.446, -1.414, 4.660], [0.808, -1.852, 5.185], [2.388, -0.981, 3.280], [3.054, -0.604, 5.694], [5.462, -1.519, 5.028], [6.452, -2.908, 4.556], [5.403, -2.991, 5.993], [4.380, -2.699, 3.106], [4.460, -4.218, 3.993], [0.360, -2.508, 4.436], [0.224, -0.934, 5.276], [0.868, -2.352, 6.153], [-4.399, 9.720, 0.883], [-3.647, 8.919, -0.163], [-4.013, 9.309, -1.478], [-3.392, 10.687, -2.087], [-3.858, 10.414, -3.777], [-1.949, 10.636, -1.991], [-4.157, 11.805, -1.578], [-4.089, 10.769, 0.872], [-4.210, 9.323, 1.884], [-5.476, 9.699, 0.688], [-2.564, 8.998, -0.020], [-3.908, 7.861, -0.058], [-3.326, 9.538, -4.154], [-3.577, 11.299, -4.353], [-4.938, 10.264, -3.828], [5.319, -0.647, -6.299], [5.678, -0.255, -4.878], [7.055, -0.474, -4.611], [8.142, 0.597, -5.181], [9.529, 0.038, -4.226], [7.777, 1.924, -4.732], [8.400, 0.301, -6.574], [5.792, 0.025, -7.022], [4.237, -0.601, -6.452], [5.669, -1.660, -6.522], [5.401, 0.784, -4.671], [5.113, -0.883, -4.181], [9.322, 0.208, -3.167], [10.405, 0.613, -4.532], [9.692, -1.023, -4.425], [-3.692, -4.436, 8.516], [-3.334, -4.044, 9.938], [-1.956, -4.263, 10.205], [-0.869, -3.192, 9.634], [0.518, -3.751, 10.590], [-1.234, -1.865, 10.083], [-0.612, -3.488, 8.241], [-3.220, -3.765, 7.793], [-4.774, -4.390, 8.364], [-3.343, -5.449, 8.293], [-3.610, -3.005, 10.144], [-3.898, -4.672, 10.634], [0.310, -3.581, 11.649], [1.394, -3.176, 10.283], [0.681, -4.812, 10.391], [2.487, -8.484, -3.990], [2.276, -8.125, -5.448], [1.225, -7.183, -5.604], [1.520, -5.618, -5.260], [0.056, -4.946, -6.005], [2.669, -5.176, -6.021], [1.429, -5.432, -3.828], [2.874, -7.629, -3.426], [3.204, -9.304, -3.893], [1.543, -8.778, -3.522], [3.202, -7.754, -5.903], [1.985, -9.024, -5.999], [0.089, -5.130, -7.081], [0.038, -3.872, -5.808], [-0.819, -5.420, -5.556], [-8.998, -4.251, 6.584], [-9.408, -5.604, 6.035], [-8.304, -6.288, 5.461], [-7.233, -7.014, 6.452], [-6.399, -7.974, 5.215], [-7.943, -7.915, 7.334], [-6.312, -6.015, 6.952], [-8.337, -4.362, 7.448], [-9.875, -3.680, 6.901], [-8.451, -3.676, 5.830], [-9.888, -6.216, 6.806], [-10.143, -5.458, 5.237], [-7.101, -8.695, 4.792], [-5.569, -8.496, 5.694], [-6.019, -7.303, 4.442], [4.125, 6.275, -4.023], [5.286, 5.503, -3.424], [5.750, 6.109, -2.227], [4.896, 5.892, -0.857], [6.126, 6.496, 0.271], [4.720, 4.473, -0.632], [3.781, 6.815, -0.853], [3.239, 6.209, -3.386], [3.864, 5.878, -5.008], [4.375, 7.336, -4.121], [5.017, 4.455, -3.251], [6.121, 5.507, -4.131], [6.995, 5.835, 0.235], [5.695, 6.493, 1.274], [6.399, 7.513, -0.014]], "lowdin_charge": [-0.022, -0.279, -0.019, -0.089, -0.163, -0.008, -0.249, -0.108, -0.093, -0.148, -0.407, -0.131, -0.296, -0.059, -0.118, -0.068, -0.130, -0.617, -0.148, 0.518, 0.936, -0.322, -0.281, -0.229, 0.935, -0.304, -0.301, -0.218, 0.016, 0.021, -0.128, 0.061, -0.014, 0.027, 0.100, 0.109, 0.094, 0.141, 0.153, 0.108, 0.166, 0.129, 0.146, 0.137, 0.115, 0.139, 0.148, 0.133, 0.140, 0.087, 0.137, 0.106, 0.099, 0.084, 0.070, -0.078, -0.280, -0.266, 0.613, -0.116, -0.324, -0.285, 0.072, 0.080, 0.085, 0.116, 0.123, 0.074, 0.081, 0.061, -0.076, -0.279, -0.263, 0.622, -0.126, -0.290, -0.292, 0.069, 0.080, 0.085, 0.118, 0.094, 0.075, 0.075, 0.074, -0.066, -0.282, -0.265, 0.622, -0.126, -0.294, -0.288, 0.072, 0.074, 0.088, 0.115, 0.108, 0.074, 0.076, 0.075, -0.077, -0.274, -0.266, 0.624, -0.123, -0.284, -0.298, 0.071, 0.067, 0.088, 0.117, 0.125, 0.076, 0.077, 0.075, -0.078, -0.278, -0.267, 0.624, -0.117, -0.283, -0.300, 0.071, 0.081, 0.085, 0.117, 0.124, 0.083, 0.037, 0.083, -0.077, -0.278, -0.266, 0.627, -0.123, -0.283, -0.294, 0.070, 0.082, 0.086, 0.117, 0.124, 0.076, 0.077, 0.074, -0.074, -0.274, -0.264, 0.612, -0.121, -0.297, -0.294, 0.068, 0.083, 0.086, 0.116, 0.127, 0.076, 0.077, 0.076], "e_lumo_ev": -2.0, "energy_ha": -8396.83970, "multiplicity": 1}